Record 1
A structure of composition C10H12ClFIN2O10S in a non-equilibrium geometry. Source: the OMol25 dataset; level of theory: wB97M-V/def2-TZVPD.

Last column: Mulliken charge in e.
Element x y z (Å)
N1 0.394 -3.152 -2.236  -0.568
C1 -0.682 -2.726 -1.414  1.168
Cl1 -1.678 -1.453 -2.214  -0.207
O1 -1.449 -3.880 -1.151  -0.388
S1 -1.581 -4.323 0.409  1.091
O2 -2.922 -4.023 0.773  -0.567
O3 -1.082 -5.597 0.725  -0.361
O4 -0.466 -3.222 0.936  -0.361
C2 -0.295 -2.201 0.010  -0.011
I1 -1.699 -0.686 0.805  0.208
C3 1.118 -1.655 0.154  -1.186
O5 1.307 -1.025 1.397  -0.197
O6 1.637 0.346 1.170  -0.322
H1 0.162 -3.052 -3.213  0.291
H2 1.266 -2.678 -2.034  0.188
H3 1.793 -2.512 0.078  0.582
H4 1.343 -0.988 -0.674  0.493
H5 0.781 0.811 1.211  0.304
F1 -0.748 -7.882 0.929  -0.977
C4 4.770 0.159 -1.839  -0.802
N2 4.036 -1.068 -1.431  0.944
O7 3.261 -1.556 -2.235  -0.569
O8 4.258 -1.491 -0.324  -0.494
H6 4.470 0.420 -2.846  0.318
H7 4.506 0.940 -1.133  0.306
H8 5.831 -0.067 -1.790  0.293
C5 -1.093 5.026 1.166  -0.389
C6 -2.171 5.798 1.272  -0.368
C7 -3.525 5.212 1.442  0.364
O9 -4.505 5.920 1.536  -0.554
C8 -3.630 3.733 1.490  -0.501
C9 -2.553 2.960 1.384  0.024
C10 -1.199 3.546 1.214  0.433
O10 -0.210 2.849 1.121  -0.434
H9 -0.098 5.432 1.042  0.424
H10 -2.116 6.879 1.240  0.391
H11 -4.626 3.327 1.615  0.429
H12 -2.605 1.880 1.414  0.009

Computed properties:
Electronic energy: -2505.8271 Eh
2S+1: 1
LUMO: -0.4078 eV
Strongest force on any atom: 1.286 eV Å⁻¹
Total charge: -1



Record 2
A cluster of 2 separate species, C5H12O2 in total. Source: the OMol25 dataset; level of theory: wB97M-V/def2-TZVPD.

Last column: Mulliken charge in e.
Element x y z (Å)
C1 2.355 0.339 -1.504  -0.842
O1 1.304 0.398 -0.575  -0.542
C2 0.465 -0.743 0.889  -0.681
C3 -0.784 -0.300 0.408  0.972
C4 -1.830 -1.283 -0.085  -1.403
C5 -1.293 1.019 0.990  -0.633
O2 -0.234 1.898 1.292  -0.568
H1 2.382 -0.621 -2.046  0.274
H2 2.243 1.144 -2.246  0.258
H3 3.321 0.480 -0.999  0.240
H4 0.820 -1.742 0.648  0.306
H5 1.006 -0.192 1.651  0.255
H6 -0.009 0.094 -0.564  0.281
H7 -2.483 -0.820 -0.833  0.326
H8 -2.470 -1.630 0.737  0.335
H9 -1.370 -2.166 -0.543  0.393
H10 -2.004 1.464 0.273  0.259
H11 -1.844 0.855 1.926  0.331
H12 0.425 1.806 0.578  0.439

Computed properties:
Electronic energy: -348.0457 Eh
2S+1: 1
LUMO: 0.3676 eV
Relative energy (zero: lowest compared OMol25 entry of this formula, charge and spin): 417.87 kJ/mol
Strongest force on any atom: 0.330 eV Å⁻¹



Record 3
An isolated molecule of C4H4Cl2 in a non-equilibrium geometry. Source: the OMol25 dataset; level of theory: wB97M-V/def2-TZVPD.

Last column: Mulliken charge in e.
Element x y z (Å)
C1 0.095 -1.220 -0.441  -1.156
C2 0.185 0.286 -0.359  -0.021
C3 -0.747 1.059 0.485  -0.003
Cl1 -2.325 1.809 0.507  -0.151
C4 0.552 1.002 0.823  0.162
Cl2 1.603 1.196 2.103  -0.167
H1 -0.556 -1.700 0.201  0.412
H2 1.086 -1.607 -0.546  0.310
H3 -0.348 -1.326 -1.433  0.303
H4 0.455 0.500 -1.340  0.313

Computed properties:
Electronic energy: -1075.0769 Eh
2S+1: 1
LUMO: 0.5323 eV
Relative energy (zero: lowest compared OMol25 entry of this formula, charge and spin): 224.49 kJ/mol
Strongest force on any atom: 4.056 eV Å⁻¹



Record 4
A structure of composition CH2FPS2 in a non-equilibrium geometry. Source: the OMol25 dataset; level of theory: wB97M-V/def2-TZVPD.

Last column: Mulliken charge in e.
Element x y z (Å)
C1 1.214 0.614 -0.056  0.232
F1 1.421 0.494 1.265  -0.106
P1 -1.448 -0.580 0.662  -0.115
S1 2.929 1.851 -1.041  -0.294
S2 -0.097 0.185 -0.920  0.030
H1 -1.353 -2.055 0.405  0.138
H2 -2.665 -0.510 -0.315  0.116

Computed properties:
Electronic energy: -1276.7260 Eh
2S+1: 1
LUMO: -1.2075 eV
Relative energy (zero: lowest compared OMol25 entry of this formula, charge and spin): 374.69 kJ/mol
Strongest force on any atom: 6.139 eV Å⁻¹



Question: Which formula does entry 2 have?
Answer: C5H12O2



Question: Which of these has the highest LUMO?
Answer: C4H4Cl2



Please write out number 4 again, unchanged.
A structure of composition CH2FPS2 in a non-equilibrium geometry. Source: the OMol25 dataset; level of theory: wB97M-V/def2-TZVPD.

Last column: Mulliken charge in e.
Element x y z (Å)
C1 1.214 0.614 -0.056  0.232
F1 1.421 0.494 1.265  -0.106
P1 -1.448 -0.580 0.662  -0.115
S1 2.929 1.851 -1.041  -0.294
S2 -0.097 0.185 -0.920  0.030
H1 -1.353 -2.055 0.405  0.138
H2 -2.665 -0.510 -0.315  0.116

Computed properties:
Electronic energy: -1276.7260 Eh
2S+1: 1
LUMO: -1.2075 eV
Relative energy (zero: lowest compared OMol25 entry of this formula, charge and spin): 374.69 kJ/mol
Strongest force on any atom: 6.139 eV Å⁻¹